The following is a quantum chemistry calculation of C47H52Br2CaF3IN2O8P3 as an isolated structure in a non-equilibrium geometry, from OMol25.

The geometry in ORCA input format:
```
! RIJCOSX wB97M-V def2-TZVPD def2/J DEFGRID3
* xyz 1 1
Ca 0.21305 -0.86305 -0.23444
Br -2.37072 4.47968 3.52284
C -1.68665 3.27064 2.25782
C -0.36477 3.34839 1.86068
C 0.08634 2.40093 0.95886
N -0.68149 1.44761 0.43576
C -1.97414 1.43257 0.77625
C -2.51255 2.30598 1.71285
C -2.84504 0.44949 0.05980
C -4.21700 0.64662 -0.01633
C -4.97845 -0.28378 -0.70242
Br -6.83308 -0.03097 -0.86071
C -4.36875 -1.38022 -1.27761
C -2.99145 -1.47209 -1.16856
N -2.23571 -0.58075 -0.53451
H 0.29743 4.11263 2.24028
H 1.12200 2.40470 0.64262
H -3.54778 2.24333 2.01101
H -4.68620 1.51671 0.41651
H -4.93086 -2.12522 -1.82013
H -2.47342 -2.29995 -1.63767
C 3.98774 -0.01454 4.97780
C 4.10790 0.43326 3.53806
C 3.26229 1.64203 3.20306
O 3.81739 -0.70596 2.65635
P 2.45672 -1.13653 2.02166
O 1.73894 -0.12900 1.19475
C 1.37441 -1.70940 3.35126
P -0.17598 -2.43451 2.75727
O -0.69541 -1.59754 1.64935
O -1.13978 -2.62070 3.97367
C -1.83900 -1.60320 4.77189
C -2.15497 -0.35671 3.97509
C -1.03577 -1.33826 6.02609
O 0.13988 -3.88507 2.29902
C 0.12230 -5.17069 3.00334
C 0.92037 -5.10353 4.28616
C -1.30167 -5.64679 3.17360
O 2.82012 -2.35537 1.13040
C 3.69910 -3.48987 1.43195
C 5.10777 -3.13680 1.01541
C 3.12844 -4.66764 0.67782
H 4.44434 0.72990 5.62994
H 4.50154 -0.96218 5.13467
H 2.94454 -0.12320 5.28106
H 5.15081 0.64773 3.30765
H 2.20028 1.46081 3.38332
H 3.38513 1.93918 2.16281
H 3.57512 2.46830 3.84223
H 1.11749 -0.82220 3.93643
H 1.89840 -2.42101 3.99192
H -2.76748 -2.10829 5.03734
H -1.25244 0.17915 3.67120
H -2.74298 0.31188 4.60579
H -2.72512 -0.58736 3.07662
H -0.13175 -0.76539 5.81131
H -0.75499 -2.27063 6.51391
H -1.63558 -0.75541 6.72527
H 0.63664 -5.82133 2.29614
H 0.47211 -4.41706 5.00568
H 1.95289 -4.80792 4.09350
H 0.94150 -6.09420 4.74089
H -1.83543 -5.05811 3.91801
H -1.29009 -6.68775 3.49825
H -1.83571 -5.59116 2.22628
H 3.65400 -3.66005 2.51311
H 5.13650 -2.93946 -0.05646
H 5.76460 -3.98142 1.22725
H 5.48179 -2.26422 1.54662
H 3.27443 -4.53581 -0.39397
H 2.05876 -4.75859 0.85146
H 3.63427 -5.58157 0.99207
I 2.24501 1.06204 -1.96993
C 2.19241 1.27951 -4.05773
C 3.21756 0.60096 -4.65745
C 3.49557 0.76232 -6.03104
C 2.77981 1.67104 -6.74204
C 1.71613 2.39171 -6.14265
C 1.03482 3.36162 -6.91473
C -0.00455 4.07141 -6.39443
C -0.44493 3.76987 -5.09567
C 0.16411 2.82657 -4.30522
P -0.70715 2.34972 -2.75253
C -2.34454 1.98542 -3.49477
C -3.36467 2.89378 -3.77715
C -4.54602 2.46995 -4.37066
C -4.71487 1.13706 -4.71726
C -3.69531 0.22963 -4.46934
C -2.52522 0.64698 -3.85136
C -0.83772 3.98406 -1.93623
C -1.92440 4.36510 -1.15047
C -1.91276 5.56436 -0.44623
C -0.80574 6.39544 -0.49628
C 0.29697 6.01444 -1.25107
C 0.28190 4.82348 -1.95782
C 1.33210 2.15730 -4.78929
H 3.84762 -0.05082 -4.06968
H 4.29755 0.19720 -6.48563
H 3.00692 1.86795 -7.78242
H 1.36783 3.52767 -7.93203
H -0.51233 4.82718 -6.97819
H -1.32561 4.27560 -4.71740
H -3.23832 3.94428 -3.55900
H -5.32773 3.18849 -4.58091
H -5.63272 0.81135 -5.18929
H -3.81133 -0.81027 -4.74847
H -1.74105 -0.07225 -3.64204
H -2.79406 3.72562 -1.08168
H -2.77936 5.84933 0.13797
H -0.80014 7.33156 0.04624
H 1.16904 6.65394 -1.29882
H 1.14771 4.55003 -2.54989
F 1.02319 -4.60553 -3.12607
C -0.02576 -3.78554 -3.00391
F -1.06698 -4.51045 -2.54839
F -0.34851 -3.33081 -4.21379
C 0.27538 -2.64435 -2.00212
O 0.03217 -1.47169 -2.35247
O 0.69291 -3.00132 -0.87783
*
```

Output
* HOMO-LUMO gap: 7.159 eV
* electronic energy: -9980.8896 Eh
* energy relative to the best compared isomer or geometry (same formula, charge and spin): 0.1789 eV